(1)
{
  "formula": "C2H9N2O",
  "method": "the ωB97M-V functional and the def2-TZVPD basis",
  "total_charge": 1,
  "total_energy_ev": -7240.698,
  "de_lowest_ev": 1.658,
  "e_homo_ev": -13.54,
  "species": ["O", "C", "C", "N", "H", "H", "H", "H", "H", "N", "H", "H", "H", "H"],
  "positions_angstrom": [[0.1955, 0.9619, -1.2776], [-0.8141, 0.6998, -0.6607], [-0.8656, 0.1598, 0.7460], [-2.0923, 0.6207, 1.3660], [-1.8064, 0.8642, -1.1070], [-0.8932, -0.9351, 0.6904], [0.0559, 0.4493, 1.2701], [-2.1969, 0.1823, 2.2728], [-2.0772, 1.6176, 1.5081], [2.1125, -0.9262, -0.9607], [2.4510, -0.7644, -0.0171], [1.4435, -0.1480, -1.2178], [2.8876, -0.9743, -1.6237], [1.5999, -1.8075, -0.9888]],
  "mulliken_charge": [-0.63, 0.09, -0.37, -0.61, 0.41, 0.33, 0.29, 0.24, 0.23, -0.43, 0.38, 0.30, 0.39, 0.38]
}



(2)
{
  "formula": "C37H81N4O5S",
  "method": "the ωB97M-V functional and the def2-TZVPD basis",
  "total_charge": 1,
  "total_energy_ev": -66708.458,
  "e_homo_ev": -10.97,
  "species": ["C", "C", "C", "C", "C", "C", "C", "N", "C", "C", "C", "C", "C", "O", "C", "C", "O", "C", "C", "C", "C", "C", "C", "S", "C", "C", "C", "C", "N", "C", "N", "N", "H", "H", "H", "H", "H", "H", "H", "H", "H", "H", "H", "H", "H", "H", "H", "H", "H", "H", "H", "H", "H", "H", "H", "H", "H", "H", "H", "H", "H", "H", "H", "H", "H", "H", "H", "H", "H", "H", "H", "H", "H", "H", "H", "H", "H", "H", "H", "H", "H", "H", "H", "C", "C", "O", "C", "C", "H", "H", "H", "H", "H", "H", "H", "H", "H", "H", "C", "C", "O", "C", "C", "H", "H", "H", "H", "H", "H", "H", "H", "H", "H", "C", "C", "O", "C", "C", "H", "H", "H", "H", "H", "H", "H", "H", "H", "H"],
  "positions_angstrom": [[6.2883, 2.8839, -0.8946], [6.4117, 1.3615, -1.1197], [6.0277, 0.8965, -2.5420], [4.7620, 0.0132, -2.5811], [3.5375, 0.7714, -3.0867], [2.3339, -0.1904, -3.2159], [1.0206, 0.3708, -2.8641], [0.7588, 1.6238, -3.0352], [-0.6288, 2.0105, -2.7264], [-0.7996, 2.8393, -1.4536], [-2.0490, 3.7524, -1.4516], [-3.2001, 3.2581, -0.5786], [-3.9620, 4.4067, 0.0878], [-3.3184, 4.8615, 1.2666], [-1.2789, 0.6295, -2.8979], [-2.7304, 0.4834, -2.5232], [-3.5176, 1.4700, -3.1604], [-3.8096, 1.2192, -4.5257], [-3.1028, 2.2049, -5.4566], [-0.2010, -0.3487, -2.3270], [-0.1046, -0.3885, -0.7998], [0.9838, -1.2657, -0.1671], [1.7481, -0.5119, 0.9086], [2.6524, 0.9652, 0.3442], [-0.2854, -1.7722, -2.9099], [-1.4046, -2.6515, -2.3312], [-0.8968, -3.7657, -1.3919], [-1.7857, -3.9940, -0.1778], [-1.8868, -2.7954, 0.6869], [-2.2447, -3.1043, 2.0567], [-3.2305, -3.7963, 2.4394], [-1.3514, -2.5762, 3.0005], [5.9334, 3.3992, -1.7843], [7.2489, 3.3176, -0.6324], [5.5811, 3.0925, -0.0959], [7.4273, 1.0306, -0.9228], [5.7713, 0.8653, -0.3938], [6.8409, 0.3377, -2.9972], [5.8476, 1.7602, -3.1796], [4.5412, -0.4144, -1.6040], [4.9269, -0.8204, -3.2671], [3.7787, 1.1765, -4.0679], [3.2990, 1.5887, -2.4054], [2.2451, -0.4442, -4.2794], [2.5164, -1.1317, -2.7084], [1.4423, 2.2793, -3.3883], [-0.9904, 2.6601, -3.5243], [-0.8272, 2.2375, -0.5529], [0.0768, 3.4860, -1.3874], [-1.7184, 4.6900, -1.0066], [-2.3866, 3.9313, -2.4692], [-3.9232, 2.6621, -1.1339], [-2.8289, 2.6293, 0.2349], [-4.9684, 4.0491, 0.3212], [-4.0728, 5.2456, -0.5940], [-3.4095, 4.1671, 1.9174], [-1.1910, 0.4582, -3.9768], [-2.8932, 0.5912, -1.4514], [-3.0971, -0.4995, -2.8190], [-4.8821, 1.3094, -4.6784], [-3.5063, 0.2056, -4.7953], [-2.8958, 3.1335, -4.9279], [-3.7058, 2.4288, -6.3314], [-2.1486, 1.8152, -5.8140], [-1.0644, -0.7646, -0.4471], [0.0027, 0.6039, -0.3820], [1.6856, -1.6815, -0.8875], [0.4913, -2.0824, 0.3592], [2.4924, -1.1424, 1.3856], [1.0715, -0.1960, 1.7004], [1.7763, 1.9252, 0.6591], [-0.4694, -1.6379, -3.9800], [0.6706, -2.2844, -2.8376], [-1.9023, -3.1423, -3.1653], [-2.1707, -2.0685, -1.8292], [-0.9307, -4.7048, -1.9464], [0.1416, -3.6364, -1.0945], [-1.4340, -4.8411, 0.4044], [-2.7778, -4.2751, -0.5504], [-2.6457, -2.2239, 0.3362], [-3.7833, -4.1012, 1.6426], [-0.6950, -1.9543, 2.5473], [-1.8568, -2.0318, 3.6886], [2.3159, 0.7866, 5.2174], [0.9629, 0.5834, 4.5595], [0.7416, -0.7323, 4.0732], [0.7472, -1.7633, 5.0518], [-0.3354, -1.6152, 6.1057], [3.1154, 0.4359, 4.5631], [2.4740, 1.8440, 5.4294], [2.3946, 0.2456, 6.1610], [0.8885, 1.2206, 3.6753], [0.1547, 0.8863, 5.2339], [1.7341, -1.8393, 5.5201], [0.5897, -2.6862, 4.4935], [-0.1594, -0.7565, 6.7553], [-0.3660, -2.5037, 6.7354], [-1.3114, -1.4863, 5.6357], [-4.6151, 6.0353, 4.5521], [-3.3639, 6.8643, 4.3114], [-2.7116, 7.2751, 5.4987], [-2.2336, 6.2346, 6.3278], [-1.1886, 5.3496, 5.6661], [-5.2850, 6.5460, 5.2443], [-5.1395, 5.8727, 3.6098], [-4.3819, 5.0565, 4.9774], [-3.6335, 7.7857, 3.7964], [-2.6694, 6.3290, 3.6543], [-3.0649, 5.6284, 6.7059], [-1.7928, 6.7360, 7.1890], [-1.6145, 4.7496, 4.8591], [-0.7613, 4.6641, 6.3990], [-0.3876, 5.9577, 5.2440], [2.4715, -6.8163, -0.7156], [1.1232, -7.2169, -1.2908], [0.9187, -6.7846, -2.6244], [1.8219, -7.3071, -3.5857], [1.7769, -8.8195, -3.7143], [2.6386, -5.7451, -0.8447], [2.5107, -7.0523, 0.3479], [3.2945, -7.3425, -1.2004], [0.3289, -6.7450, -0.7099], [0.9750, -8.2983, -1.2074], [2.8431, -6.9686, -3.3767], [1.5249, -6.8516, -4.5308], [2.1638, -9.3169, -2.8239], [2.3839, -9.1405, -4.5605], [0.7521, -9.1585, -3.8690]],
  "mulliken_charge": [-1.14, -0.34, -1.06, -0.71, -1.04, -0.17, -1.74, 0.17, -0.59, -0.42, -0.96, -0.06, -1.00, -0.37, 0.45, -1.76, -0.35, -0.20, -1.03, 3.08, -0.37, -1.43, -1.36, -0.08, -1.64, -0.97, -0.15, -1.83, 0.04, 0.21, -0.75, -0.16, 0.31, 0.33, 0.21, 0.45, 0.22, 0.38, 0.46, 0.26, 0.47, 0.42, 0.47, 0.41, 0.50, 0.50, 0.69, -0.07, 0.58, 0.59, 0.19, 0.09, 0.18, 0.35, 0.47, 0.27, 0.72, 0.08, 0.59, 0.50, 0.22, 0.19, 0.42, 0.23, -0.02, 0.31, 0.63, 0.41, 0.80, 0.09, 0.09, 0.66, 0.74, 0.52, 0.25, 0.50, 0.08, 0.69, 0.38, 0.25, 0.27, 0.10, 0.18, -1.33, -0.27, -0.20, -0.56, -1.19, 0.32, 0.43, 0.31, 0.28, 0.40, 0.52, 0.40, 0.32, 0.37, 0.29, -1.11, -0.18, -0.43, -0.39, -0.89, 0.36, 0.36, 0.27, 0.33, 0.21, 0.29, 0.34, 0.16, 0.39, 0.30, -1.16, -0.13, -0.34, -0.36, -1.07, 0.26, 0.41, 0.33, 0.14, 0.36, 0.31, 0.31, 0.27, 0.39, 0.30]
}



(3)
{
  "formula": "C29H25N4O2Rh",
  "method": "the ωB97M-V functional and the def2-TZVPD basis",
  "total_energy_ev": -43537.713,
  "de_lowest_ev": 0.000,
  "e_homo_ev": [-6.95, -6.91],
  "species": ["Rh", "C", "C", "C", "C", "C", "C", "C", "H", "H", "H", "H", "H", "H", "H", "H", "C", "O", "C", "C", "C", "C", "C", "C", "N", "N", "C", "C", "C", "C", "O", "C", "N", "C", "C", "C", "C", "H", "H", "H", "H", "H", "H", "H", "H", "H", "H", "H", "H", "N", "C", "C", "C", "C", "C", "C", "H", "H", "H", "H", "H"],
  "positions_angstrom": [[-1.1219, -1.1168, 2.0698], [0.3170, 2.2501, 3.8054], [-1.0452, 1.8011, 3.3544], [-1.5363, 0.5404, 3.7629], [-2.8038, 0.1085, 3.3630], [-3.6343, 0.9781, 2.6349], [-3.1742, 2.2281, 2.2927], [-1.8717, 2.6257, 2.6200], [0.2334, 2.9374, 4.6502], [0.8425, 2.7742, 3.0062], [0.9270, 1.4027, 4.1163], [-1.0033, -0.0072, 4.5255], [-3.2253, -0.7972, 3.7790], [-4.6341, 0.6651, 2.3634], [-3.8215, 2.9124, 1.7570], [-1.5200, 3.6072, 2.3227], [2.4164, 3.4954, -2.7454], [1.7225, 3.2804, -3.9603], [1.1924, 2.0473, -4.1705], [1.4456, 0.9407, -3.3640], [0.8320, -0.2727, -3.6398], [-0.0245, -0.4027, -4.7293], [-0.2097, 0.6946, -5.5699], [0.3722, 1.9135, -5.2886], [-0.6953, -1.5961, -5.1507], [-0.8562, -2.5995, -4.4297], [-0.9620, -2.5783, -3.0167], [-0.5512, -3.7414, -2.3935], [-0.4267, -3.8567, -1.0095], [-0.7646, -2.7910, -0.1852], [-0.6145, -2.8102, 1.1025], [-1.3522, -1.6354, -0.8088], [-1.8016, -0.6669, 0.0494], [-2.3548, 0.4152, -0.4519], [-2.5625, 0.5887, -1.8265], [-2.1384, -0.3759, -2.6950], [-1.4668, -1.5189, -2.2081], [2.6150, 4.5620, -2.6940], [3.3648, 2.9525, -2.7259], [1.8116, 3.1961, -1.8859], [2.1224, 1.0069, -2.5242], [1.0534, -1.1226, -3.0101], [-0.8314, 0.5669, -6.4471], [0.2124, 2.7740, -5.9245], [-0.2582, -4.5636, -3.0352], [-0.0493, -4.7634, -0.5565], [-2.6804, 1.1617, 0.2551], [-3.0679, 1.4769, -2.1793], [-2.3288, -0.2704, -3.7536], [0.1023, -1.6048, 3.4104], [1.4251, -1.5648, 3.3672], [2.1565, -0.8320, 2.3823], [3.5320, -0.8028, 2.4057], [4.2406, -1.5012, 3.3847], [3.5517, -2.2319, 4.3551], [2.1771, -2.2631, 4.3609], [1.5972, -0.2994, 1.6235], [4.0707, -0.2361, 1.6564], [5.3224, -1.4769, 3.3909], [4.1056, -2.7787, 5.1080], [1.6268, -2.8250, 5.1042]],
  "mulliken_charge": [0.67, -1.56, 0.94, -0.60, -0.43, -0.48, -0.58, -0.45, 0.37, 0.36, 0.27, 0.71, 0.46, 0.39, 0.43, 0.41, -0.79, -0.45, 0.94, -0.49, -0.34, -0.57, 0.09, -0.69, -0.48, -0.54, -0.01, -0.28, -0.86, 1.43, -0.89, -0.44, -0.42, 0.43, -1.25, -0.42, 0.67, 0.24, 0.32, 0.32, 0.44, 0.47, 0.46, 0.43, 0.43, 0.45, 0.00, 0.44, 0.69, -0.88, 0.46, 0.11, -0.87, -0.27, -0.60, -0.29, 0.54, 0.37, 0.39, 0.36, 0.42]
}



(4)
{
  "formula": "C3H6N2OS",
  "method": "the ωB97M-V functional and the def2-TZVPD basis",
  "total_energy_ev": -19070.277,
  "de_lowest_ev": 1.889,
  "e_homo_ev": -8.38,
  "species": ["C", "C", "C", "H", "H", "H", "H", "H", "H", "N", "N", "O", "S"],
  "positions_angstrom": [[1.1316, -0.6078, 0.2523], [-0.2935, -0.4833, 0.7785], [-1.7092, 1.0722, -0.1820], [2.2812, -0.0454, -1.2823], [1.0776, 1.0026, -0.9571], [1.7820, -0.1437, 0.9903], [1.3744, -1.6913, 0.1607], [-0.3863, -0.7789, 1.8330], [-2.0022, 2.0947, -0.3131], [1.2830, 0.0106, -1.0732], [-2.2541, 0.0803, -0.7408], [-0.7182, 0.8838, 0.7203], [-1.5662, -1.3937, -0.1867]],
  "mulliken_charge": [-0.42, -0.17, 0.13, 0.25, 0.21, 0.31, 0.36, 0.38, 0.39, -0.61, -0.43, -0.38, -0.04]
}



(5)
{
  "formula": "C27H17Cl2F5N7S4Tl",
  "method": "the ωB97M-V functional and the def2-TZVPD basis",
  "total_charge": -2,
  "total_energy_ev": -125364.439,
  "e_homo_ev": [-1.05, -1.04],
  "species": ["Tl", "C", "C", "N", "N", "C", "N", "S", "C", "C", "C", "C", "C", "N", "H", "H", "H", "H", "H", "H", "H", "H", "H", "S", "C", "C", "N", "C", "S", "C", "N", "Cl", "C", "Cl", "H", "H", "C", "C", "C", "C", "C", "C", "C", "C", "N", "H", "H", "H", "H", "H", "H", "F", "C", "C", "F", "C", "F", "C", "S", "C", "F", "C", "F"],
  "positions_angstrom": [[0.5141, 0.6745, -0.5401], [-3.7295, 1.7844, -2.9946], [-2.4631, 1.8672, -2.1832], [-1.5005, 1.0096, -2.3329], [-1.6854, 0.0336, -3.2166], [-0.6063, -0.6180, -3.6298], [-0.8778, -1.7470, -4.3508], [1.0197, -0.1169, -3.4982], [-2.2860, 2.9795, -1.2518], [-3.3179, 3.9095, -1.0471], [-3.1187, 4.9885, -0.2103], [-1.8846, 5.1506, 0.4011], [-0.9160, 4.1919, 0.1524], [-1.1025, 3.1369, -0.6296], [-3.6855, 0.8771, -3.5910], [-3.8202, 2.6478, -3.6587], [-4.6096, 1.7422, -2.3473], [-1.7672, -2.1827, -4.1522], [-0.1003, -2.3736, -4.4677], [-4.2681, 3.7782, -1.5453], [-3.9103, 5.7070, -0.0347], [-1.6741, 5.9983, 1.0379], [0.0669, 4.2874, 0.6012], [-1.2055, -0.5678, 1.9381], [-0.5349, -1.5874, 3.1143], [-1.5006, -2.0515, 4.0725], [-2.3117, -2.4023, 4.8099], [0.7634, -2.0528, 3.2557], [2.0651, -1.6859, 2.1509], [1.1151, -2.8951, 4.3395], [1.4255, -3.5700, 5.2228], [-3.9710, -2.9909, -2.2718], [-3.1577, -2.2924, -0.8553], [-1.4062, -2.2953, -1.0366], [-3.4180, -2.8910, 0.0087], [-3.4925, -1.2662, -0.7552], [1.4966, 1.9189, 2.3454], [2.7941, 2.1514, 1.9502], [3.1279, 2.8727, 0.7474], [4.4225, 3.1197, 0.3896], [5.5036, 2.6813, 1.1876], [5.2059, 1.9487, 2.3623], [3.9177, 1.6909, 2.7265], [6.8293, 2.9729, 0.8077], [7.9142, 3.2322, 0.4899], [0.6516, 2.3730, 1.8484], [1.2835, 1.3559, 3.2460], [2.3249, 3.2079, 0.0986], [4.6430, 3.6538, -0.5279], [6.0258, 1.5946, 2.9773], [3.7104, 1.1353, 3.6348], [2.5750, -7.2206, -0.8784], [1.9278, -6.0351, -0.6588], [1.0706, -5.8290, 0.4875], [-0.1675, -5.2918, 0.4214], [2.2880, -5.0649, 0.5403], [3.2696, -5.3020, 1.4478], [2.3024, -3.6891, -0.1386], [1.3202, -2.3850, 0.2867], [2.7104, -4.0883, -1.4491], [4.0061, -4.4779, -1.5745], [1.8130, -5.0920, -1.8414], [0.5780, -4.7286, -2.2163]],
  "mulliken_charge": [0.65, -1.57, 0.25, 0.80, -0.92, 0.00, -0.42, -0.46, 0.58, -0.65, -0.39, -0.92, 0.01, 0.04, 0.42, 0.36, 0.32, 0.25, 0.26, 0.27, 0.39, 0.40, 0.30, -0.13, 0.86, -0.20, -0.56, 0.00, 0.02, -0.03, -0.60, -0.21, -0.46, 0.08, 0.43, 0.19, -1.48, 1.64, -0.23, -0.86, 0.38, -0.72, -0.76, 0.19, -0.69, 0.13, 0.20, 0.22, 0.40, 0.40, 0.33, -0.31, 0.64, -0.88, -0.08, 0.81, -0.36, -0.27, 0.42, 0.16, -0.27, -0.24, -0.11]
}



(6)
{
  "formula": "C6H11NO2",
  "method": "the ωB97M-V functional and the def2-TZVPD basis",
  "total_energy_ev": -11980.245,
  "de_lowest_ev": 6.024,
  "e_homo_ev": -7.64,
  "species": ["C", "C", "C", "N", "C", "C", "C", "O", "O", "H", "H", "H", "H", "H", "H", "H", "H", "H", "H", "H"],
  "positions_angstrom": [[-0.3996, 0.8534, -1.0252], [1.5461, -2.0114, 0.0225], [-1.8407, 1.0810, -0.6075], [0.4189, -1.0811, 0.0011], [-0.0132, -0.5423, -1.3356], [0.6386, 0.8765, 0.3831], [0.2352, 1.3557, 1.5966], [-0.4350, -1.4144, 1.0523], [0.4583, -0.9787, -2.3624], [-1.0737, -0.7699, 1.4168], [-0.1013, 1.5155, -1.8418], [1.6631, 1.0775, 0.0818], [2.1474, -1.8034, 0.9086], [1.1568, -3.0287, 0.0735], [2.1752, -1.9586, -0.8645], [-2.4958, 1.0608, -1.4837], [-2.2040, 0.3119, 0.0748], [-1.9318, 2.0538, -0.1119], [-0.7993, 1.3171, 1.9187], [0.8549, 2.0854, 2.1029]],
  "mulliken_charge": [0.44, -0.99, -1.31, 0.31, 0.40, -0.26, -0.87, -0.48, -0.56, 0.29, 0.40, 0.30, 0.32, 0.34, 0.32, 0.39, 0.23, 0.32, 0.16, 0.25]
}